Model i:
{
  "formula": "C5H11O2",
  "method": "ωB97M-V with the def2-TZVPD basis set",
  "s2": 0.755,
  "lumo_energy_ev": [0.81, -3.54],
  "orbital_gap_ev": [11.36, 6.97],
  "homo_energy_ev": [-10.56, -10.50],
  "total_charge": 0,
  "spin_multiplicity": 2,
  "species": ["C", "C", "O", "O", "H", "H", "H", "C", "C", "C", "H", "H", "H", "H", "H", "H", "H", "H"],
  "coordinates": [[-1.597, 2.284, -0.852], [-1.123, 1.126, 0.088], [-1.817, 0.086, 0.039], [-0.160, 1.519, 0.846], [-0.922, 2.129, -1.694], [-1.464, 3.329, -0.460], [-2.555, 2.187, -1.223], [1.951, -1.570, 0.162], [1.425, -1.276, -1.260], [0.986, -1.931, 1.223], [2.634, -2.391, -0.022], [2.413, -0.593, 0.211], [2.167, -0.610, -1.746], [-0.180, -1.943, 0.959], [1.249, -2.765, 1.938], [0.449, -0.673, -1.231], [1.268, -2.194, -1.927], [0.906, -1.115, 1.945]],
  "lowdin_spin": [0.11, 0.08, 0.04, 0.75, 0.00, 0.00, 0.01, 0.00, 0.00, 0.00, 0.00, 0.00, 0.00, 0.00, 0.00, 0.00, 0.00, 0.00]
}



Model ii:
{
  "formula": "C5H11O2",
  "method": "ωB97M-V with the def2-TZVPD basis set",
  "s2": 0.755,
  "lumo_energy_ev": [0.79, -2.93],
  "orbital_gap_ev": [11.67, 7.96],
  "homo_energy_ev": [-10.88, -10.89],
  "total_charge": 0,
  "spin_multiplicity": 2,
  "species": ["C", "C", "O", "O", "H", "H", "H", "C", "C", "C", "H", "H", "H", "H", "H", "H", "H", "H"],
  "coordinates": [[-1.416, -0.815, 1.187], [-0.823, -2.000, 0.293], [0.151, -2.592, 0.717], [-1.574, -1.910, -0.705], [-1.525, 0.165, 0.636], [-0.894, -0.965, 2.116], [-2.432, -0.999, 1.438], [1.796, 2.195, -0.442], [0.789, 1.535, 0.531], [0.918, 2.618, -1.608], [2.203, 3.060, 0.186], [2.634, 1.441, -0.756], [-0.084, 1.070, -0.076], [0.456, 2.187, 1.384], [0.872, 1.863, -2.322], [-0.119, 2.802, -1.439], [1.209, 0.748, 1.078], [1.476, 3.440, -2.107]],
  "lowdin_spin": [0.19, 0.10, 0.08, 0.61, 0.00, 0.02, 0.00, 0.00, 0.00, 0.00, 0.00, 0.00, 0.00, 0.00, 0.00, 0.00, 0.00, 0.00]
}



Model iii:
{
  "formula": "C5H11O2",
  "method": "ωB97M-V with the def2-TZVPD basis set",
  "s2": 0.755,
  "lumo_energy_ev": [0.76, -3.31],
  "orbital_gap_ev": [11.37, 7.17],
  "homo_energy_ev": [-10.61, -10.48],
  "total_charge": 0,
  "spin_multiplicity": 2,
  "species": ["C", "C", "C", "O", "O", "H", "H", "H", "H", "H", "C", "C", "H", "H", "H", "H", "H", "H"],
  "coordinates": [[-0.517, 0.432, -0.464], [-1.080, -0.399, -1.565], [-0.287, 1.921, -0.816], [-0.646, 2.251, -1.880], [0.266, 2.566, 0.083], [-1.103, 0.372, 0.451], [0.490, -0.009, -0.041], [-1.773, 0.154, -2.322], [-1.755, -1.189, -1.212], [-0.309, -0.936, -2.102], [0.940, -2.043, 1.690], [1.136, -3.364, 2.402], [1.686, -1.236, 1.923], [1.124, -2.105, 0.573], [-0.114, -1.661, 1.763], [0.320, -4.033, 2.258], [1.287, -3.244, 3.521], [2.033, -3.927, 2.089]],
  "lowdin_spin": [0.09, 0.03, 0.10, 0.04, 0.74, 0.00, 0.00, 0.00, 0.01, 0.00, 0.00, 0.00, 0.00, 0.00, 0.00, 0.00, 0.00, 0.00]
}



Going by the energies, model iii is most stable and the next is 0.0198 hartree up.



Model i:
{
  "formula": "C2H3NO2S",
  "method": "ωB97M-V with the def2-TZVPD basis set",
  "s2": 2.009,
  "lumo_energy_ev": [0.23, -1.57],
  "orbital_gap_ev": [8.41, 8.71],
  "homo_energy_ev": [-8.18, -10.28],
  "total_charge": 0,
  "spin_multiplicity": 3,
  "species": ["C", "C", "N", "O", "O", "S", "H", "H", "H"],
  "coordinates": [[1.486, -0.751, 0.447], [0.045, -0.207, 0.146], [0.305, 1.117, -0.055], [3.221, 1.198, -0.461], [2.219, -1.171, -0.571], [3.201, -0.079, 0.232], [-0.352, -1.060, -0.577], [-0.564, -0.343, 1.105], [0.855, 1.323, -0.835]],
  "lowdin_spin": [0.66, 0.18, 0.78, 0.06, 0.24, 0.02, 0.04, 0.01, 0.03]
}



Model ii:
{
  "formula": "C2H3NO2S",
  "method": "ωB97M-V with the def2-TZVPD basis set",
  "s2": 2.020,
  "lumo_energy_ev": [0.46, -2.82],
  "orbital_gap_ev": [6.58, 7.99],
  "homo_energy_ev": [-6.12, -10.81],
  "total_charge": 0,
  "spin_multiplicity": 3,
  "species": ["C", "C", "N", "O", "O", "S", "H", "H", "H"],
  "coordinates": [[1.274, -1.894, 0.283], [0.449, -1.086, -0.088], [0.205, 1.476, -0.234], [-1.709, 0.146, 1.238], [-1.484, -0.194, -1.446], [-0.776, 0.056, -0.252], [1.928, -2.541, 0.610], [0.151, 1.805, 0.658], [-0.039, 2.233, -0.769]],
  "lowdin_spin": [0.22, 0.13, 0.05, 1.23, 0.08, 0.25, 0.02, 0.00, 0.00]
}



Going by the energies, model i is most stable and the next is 0.0979 hartree up.



Model i:
{
  "formula": "CH2N2O2S",
  "method": "ωB97M-V with the def2-TZVPD basis set",
  "lumo_energy_ev": 0.68,
  "orbital_gap_ev": 10.53,
  "homo_energy_ev": -9.85,
  "total_charge": 0,
  "species": ["C", "N", "N", "O", "O", "S", "H", "H"],
  "coordinates": [[0.475, -0.175, 0.921], [-0.518, -0.927, 0.689], [0.975, 0.548, -0.116], [-2.199, -0.166, -1.244], [0.335, 0.270, -1.258], [-0.972, -0.842, -0.990], [0.809, -0.249, 1.947], [1.096, 1.541, 0.051]],
  "mulliken_charge": [0.05, -0.40, -0.08, -0.46, -0.29, 0.57, 0.36, 0.25]
}



Model ii:
{
  "formula": "CH2N2O2S",
  "method": "ωB97M-V with the def2-TZVPD basis set",
  "lumo_energy_ev": -0.63,
  "orbital_gap_ev": 8.73,
  "homo_energy_ev": -9.36,
  "total_charge": 0,
  "smiles": "NC(=S)[N+](=O)[O-]",
  "species": ["C", "N", "N", "O", "O", "S", "H", "H"],
  "coordinates": [[-0.151, 0.596, -0.030], [1.164, 0.385, 0.059], [-0.923, -0.932, 0.017], [-0.202, -1.877, 0.221], [-2.085, -0.865, -0.021], [-1.176, 1.890, 0.078], [1.723, -0.414, -0.464], [1.650, 1.217, 0.140]],
  "mulliken_charge": [0.20, -0.36, 0.86, -0.56, -0.49, -0.19, 0.30, 0.24]
}



Going by the energies, model i is most stable and the next is 0.0310 hartree up.



Model i:
{
  "formula": "CH2N2O2S",
  "method": "ωB97M-V with the def2-TZVPD basis set",
  "lumo_energy_ev": -0.65,
  "orbital_gap_ev": 9.80,
  "homo_energy_ev": -10.44,
  "total_charge": 0,
  "species": ["C", "N", "N", "O", "O", "S", "H", "H"],
  "coordinates": [[1.504, -1.082, -1.245], [-0.241, 0.561, -0.230], [-0.742, -0.002, 0.783], [-0.139, -1.182, 1.085], [-1.578, 0.382, 1.576], [1.950, -0.671, -2.649], [0.297, -1.462, 0.171], [-0.554, 1.491, -0.444]],
  "mulliken_charge": [-0.10, -0.60, 1.03, -0.41, -0.62, -0.05, 0.54, 0.21]
}



Model ii:
{
  "formula": "CH2N2O2S",
  "method": "ωB97M-V with the def2-TZVPD basis set",
  "lumo_energy_ev": -1.19,
  "orbital_gap_ev": 8.45,
  "homo_energy_ev": -9.64,
  "total_charge": 0,
  "species": ["C", "N", "N", "O", "O", "S", "H", "H"],
  "coordinates": [[-0.370, -0.582, 0.803], [-2.204, 0.148, -0.464], [-1.236, -0.146, 0.155], [1.882, 1.240, 0.046], [1.946, -0.802, -1.156], [1.907, -0.178, 0.122], [-0.008, -0.422, 1.773], [-1.917, 0.743, -1.280]],
  "mulliken_charge": [-0.27, -0.88, 0.61, -0.39, -0.40, 0.67, 0.38, 0.28]
}



Model iii:
{
  "formula": "CH2N2O2S",
  "method": "ωB97M-V with the def2-TZVPD basis set",
  "lumo_energy_ev": 0.07,
  "orbital_gap_ev": 9.57,
  "homo_energy_ev": -9.50,
  "total_charge": 0,
  "smiles": "N=C=S.O=NO",
  "species": ["C", "N", "N", "O", "O", "S", "H", "H"],
  "coordinates": [[1.680, -1.469, 0.039], [2.255, -0.645, 0.698], [-0.883, 0.154, -0.107], [-2.057, 0.613, -0.614], [-0.609, 0.682, 0.917], [1.185, -2.470, -1.039], [-1.944, 0.275, -1.536], [2.018, -0.047, 1.468]],
  "mulliken_charge": [0.43, -0.40, 0.31, -0.37, -0.35, -0.33, 0.40, 0.32]
}



Model iv:
{
  "formula": "CH2N2O2S",
  "method": "ωB97M-V with the def2-TZVPD basis set",
  "lumo_energy_ev": [-0.98, -1.51],
  "orbital_gap_ev": [8.66, 7.41],
  "homo_energy_ev": [-9.64, -8.92],
  "total_charge": 0,
  "species": ["C", "N", "N", "O", "O", "S", "H", "H"],
  "coordinates": [[-0.103, -1.137, -0.060], [0.474, -2.091, -0.544], [0.571, -0.012, 0.724], [3.272, 0.786, -0.947], [1.891, -0.081, 1.016], [3.267, -0.197, 0.078], [-1.198, -0.907, 0.249], [0.053, 0.293, 1.621]],
  "mulliken_charge": [0.22, -0.43, -0.19, -0.35, -0.25, 0.48, 0.25, 0.27]
}



Going by the energies, model iii is most stable and the next is 0.0327 hartree up.



Model i:
{
  "formula": "C5H10NOS",
  "method": "ωB97M-V with the def2-TZVPD basis set",
  "lumo_energy_ev": [-4.93, -6.04],
  "orbital_gap_ev": [8.20, 5.88],
  "homo_energy_ev": [-13.12, -11.92],
  "total_charge": 1,
  "species": ["C", "C", "C", "C", "C", "N", "O", "S", "H", "H", "H", "H", "H", "H", "H", "H", "H", "H"],
  "coordinates": [[1.766, 0.010, 0.568], [0.448, 0.206, 0.831], [-0.020, -1.005, -1.325], [-0.227, 0.598, 2.028], [-1.104, 1.055, -0.970], [-0.524, -0.138, -0.290], [2.208, -0.537, -0.462], [-0.055, -2.655, -1.081], [2.533, 0.569, 1.070], [0.413, -0.461, -2.210], [-0.644, -0.373, 2.443], [-0.965, 1.221, 1.773], [0.428, 0.893, 2.799], [-1.746, 1.794, -0.243], [-0.234, 1.745, -1.264], [-1.684, 0.577, -1.794], [-1.280, -0.518, 0.206], [0.686, -2.979, -2.080]],
  "mulliken_charge": [0.01, 0.33, -0.16, -1.57, -0.90, 0.08, -0.48, -0.09, 0.45, 0.39, 0.35, 0.41, 0.43, 0.30, 0.37, 0.46, 0.42, 0.21]
}



Model ii:
{
  "formula": "C5H10NOS",
  "method": "ωB97M-V with the def2-TZVPD basis set",
  "lumo_energy_ev": -4.69,
  "orbital_gap_ev": 9.78,
  "homo_energy_ev": -14.47,
  "total_charge": 1,
  "species": ["C", "C", "C", "C", "C", "N", "O", "S", "H", "H", "H", "H", "H", "H", "H", "H", "H", "H"],
  "coordinates": [[-0.264, -1.031, 0.942], [-1.170, -0.041, 0.478], [-0.654, 1.151, -0.432], [0.810, 0.959, -0.769], [1.145, -0.501, -0.894], [0.784, -1.265, 0.274], [1.625, -2.323, 0.364], [-0.349, -1.942, 2.796], [-1.994, -0.602, -0.088], [-1.747, 0.504, 1.300], [-1.279, 1.075, -1.250], [-0.739, 2.113, -0.110], [1.152, 1.481, -1.679], [1.290, 1.188, 0.156], [0.643, -0.959, -1.708], [2.189, -0.535, -1.212], [1.871, -2.807, 1.201], [-1.516, -1.446, 2.834]],
  "mulliken_charge": [0.22, -0.46, -0.83, -0.50, -0.85, 0.37, -0.44, -0.11, 0.32, 0.40, 0.39, 0.44, 0.36, 0.32, 0.37, 0.45, 0.38, 0.18]
}



Going by the energies, model ii is most stable and the next is 0.0527 hartree up.



Model i:
{
  "formula": "C2H4ClN2",
  "method": "ωB97M-V with the def2-TZVPD basis set",
  "lumo_energy_ev": [-7.06, -7.17],
  "orbital_gap_ev": [7.66, 7.72],
  "homo_energy_ev": [-14.72, -14.89],
  "total_charge": 1,
  "species": ["C", "C", "N", "N", "Cl", "H", "H", "H", "H"],
  "coordinates": [[1.375, -1.125, -1.322], [-1.019, 0.503, 0.882], [-0.526, 0.014, -0.321], [0.674, -0.352, -0.429], [1.836, -0.660, -2.779], [-0.274, 0.653, 1.674], [-1.537, 1.442, 0.646], [-1.825, -0.156, 1.226], [1.296, -0.318, 0.423]],
  "mulliken_charge": [0.16, -0.60, -0.19, 0.20, 0.16, 0.38, 0.27, 0.28, 0.35]
}



Model ii:
{
  "formula": "C2H4ClN2",
  "method": "ωB97M-V with the def2-TZVPD basis set",
  "lumo_energy_ev": -6.12,
  "orbital_gap_ev": 10.10,
  "homo_energy_ev": -16.22,
  "total_charge": 1,
  "smiles": "CN1[NH+]=C1Cl",
  "species": ["C", "C", "N", "N", "Cl", "H", "H", "H", "H"],
  "coordinates": [[1.230, 0.351, 0.091], [-1.044, -0.743, -0.033], [-0.001, 0.106, 0.421], [0.536, 1.420, -0.268], [2.770, -0.514, -0.080], [-2.006, -0.254, 0.111], [-0.923, -1.031, -1.081], [-1.010, -1.635, 0.598], [0.448, 2.300, 0.240]],
  "mulliken_charge": [0.68, -0.62, -0.03, -0.32, 0.05, 0.27, 0.33, 0.31, 0.32]
}



Going by the energies, model ii is most stable and the next is 0.0487 hartree up.